Record 1
Computed, not measured: a 2-piece molecular cluster, C2H7NO2 overall at a distorted geometry, with the ωB97M-V functional and the def2-TZVPD basis.

Positions of all 12 atoms, in Å:
1 N -2.0246 -0.9862 1.2934
2 C -1.1812 -0.1832 0.5024
3 H -2.6599 -0.4902 1.9373
4 H -0.5735 0.5420 1.1879
5 H -0.2851 -0.6988 -0.0512
6 O 2.3293 0.6972 -1.0402
7 C 3.1619 0.1034 -0.3048
8 H 3.6143 0.5268 0.5654
9 O -2.0095 0.4043 -0.5606
10 H -2.5712 -1.5885 0.5701
11 H -1.4082 1.1550 -0.9334
12 H 3.6137 -0.8758 -0.7088

Its HOMO-LUMO gap is 10.0 eV. As for the HOMO energy: -0.3567 hartree. Its LUMO energy is 0.25 eV. Its SMILES is C=O.NCO. For the relative energy (zero: lowest compared OMol25 entry of this formula, charge and spin), the calculation gives 292.4 kJ/mol. The calculation puts the total energy at -285.56042 a.u.


Record 2
Computed, not measured: a 3-piece molecular cluster, C2H7NO2 overall at a distorted geometry, with the ωB97M-V functional and the def2-TZVPD basis.

Positions of all 12 atoms, in Å:
1 H 2.7275 0.3067 1.6749
2 H 3.2002 -1.2287 1.5965
3 H 1.2763 -0.7780 0.4039
4 H -0.6190 0.7946 -1.0737
5 C -0.9445 -0.8033 0.6211
6 O 0.3219 0.2981 -1.0178
7 H -1.8365 -0.2169 0.4067
8 O -1.9937 1.2388 -1.0826
9 H -0.9030 -1.6977 1.2254
10 C 0.2261 -0.4106 0.0346
11 H -2.2706 1.9674 -1.6418
12 N 2.3589 -0.6409 1.5112

Its HOMO-LUMO gap is 4.8 eV. As for the HOMO energy: -0.3340 hartree. Its LUMO energy is -4.29 eV. For the relative energy (zero: lowest compared OMol25 entry of this formula, charge and spin), the calculation gives 878.1 kJ/mol. The calculation puts the total energy at -285.33737 a.u.


Record 3
Computed, not measured: a 2-piece molecular cluster, C2H7NO2Si overall at a distorted geometry, with the ωB97M-V functional and the def2-TZVPD basis.

Positions of all 13 atoms, in Å:
1 C -2.3047 0.6183 -0.2199
2 O -1.4165 -1.0844 0.9560
3 H -2.7345 -0.0732 -1.0625
4 Si 1.4091 0.7570 0.1371
5 H 1.4512 -1.9986 -0.0804
6 N -1.7116 0.0822 1.0044
7 C 2.0952 -1.0581 -0.0101
8 H -3.1621 1.3472 0.0265
9 O 0.1197 1.0810 0.8335
10 H 2.6935 -1.0307 -0.9980
11 H 2.3982 1.4379 -0.6929
12 H -1.6650 1.2591 -0.6884
13 H 2.8275 -1.3378 0.7947

Its HOMO-LUMO gap is 7.8 eV. As for the HOMO energy: -0.2994 hartree. Its LUMO energy is -0.31 eV. Its SMILES is C[SiH]=O.CN=O. For the relative energy (zero: lowest compared OMol25 entry of this formula, charge and spin), the calculation gives 558.1 kJ/mol. The calculation puts the total energy at -574.98350 a.u.